[1]
# C33H47BCdN4O2P2

C33H47BCdN4O2P2 as an isolated structure at a distorted geometry (ωB97M-V with the def2-TZVPD basis set, the Open Molecules 2025 dataset).

HOMO level: -6.92 eV
LUMO: -0.033 Eh
energy relative to the best compared isomer or geometry (same formula, charge and spin): 137.96 kJ/mol

Cartesian coordinates (Å):
Cd  -0.67  1.47  1.76
C  1.65  -3.75  -2.11
C  2.15  -3.00  -1.14
C  2.10  -1.51  -1.03
C  0.66  -0.91  -1.22
C  0.20  -0.83  -2.62
C  0.90  -1.09  -3.73
C  2.05  -1.98  -3.96
C  1.75  -3.48  -3.55
C  -3.40  -2.44  0.35
H  1.32  -4.75  -1.87
H  2.58  -3.50  -0.27
H  2.82  -1.01  -1.68
H  2.46  -1.20  -0.04
H  -0.03  -1.47  -0.56
H  0.68  0.12  -0.80
H  -0.69  -0.21  -2.74
H  0.63  -0.49  -4.59
H  3.02  -1.69  -3.55
H  2.27  -1.99  -5.03
H  0.76  -3.66  -3.98
H  2.47  -4.12  -4.07
H  -4.14  -2.49  -0.51
H  -2.64  -1.74  -0.03
H  -3.97  -1.80  1.03
P  -0.96  3.43  -0.15
P  1.46  2.45  2.31
N  -0.66  3.71  -1.99
N  -1.88  5.00  -0.07
N  2.97  2.57  1.29
N  2.41  3.03  3.78
C  0.65  4.15  0.26
C  0.88  4.10  1.77
C  -1.42  3.07  -2.97
C  -1.11  3.64  -4.21
C  -0.15  4.66  -3.98
C  0.10  4.69  -2.61
C  -3.21  5.04  0.37
C  -3.56  6.37  0.53
C  -2.45  7.17  0.14
C  -1.45  6.31  -0.27
C  3.28  1.56  0.38
C  4.28  2.02  -0.47
C  4.58  3.36  -0.10
C  3.75  3.70  0.96
C  3.66  3.62  3.99
C  3.74  4.04  5.31
C  2.51  3.70  5.94
C  1.70  3.11  4.98
H  0.72  5.19  -0.06
H  1.40  3.60  -0.32
H  1.60  4.87  2.05
H  -0.05  4.27  2.32
H  -2.09  2.27  -2.69
H  -1.53  3.34  -5.15
H  0.31  5.29  -4.71
H  0.79  5.33  -2.05
H  -3.74  4.11  0.54
H  -4.51  6.71  0.91
H  -2.38  8.25  0.17
H  -0.47  6.55  -0.67
H  2.78  0.61  0.46
H  4.70  1.44  -1.27
H  5.33  4.00  -0.55
H  3.72  4.64  1.52
H  4.41  3.71  3.22
H  4.59  4.52  5.77
H  2.23  3.87  6.97
H  0.69  2.72  5.03
C  -0.62  -6.48  1.56
C  -1.78  -5.91  0.70
C  -1.57  -6.44  -0.72
O  -1.63  -4.45  0.53
B  -2.84  -3.86  0.90
O  -3.60  -4.70  1.72
C  -3.25  -6.06  1.32
C  -4.32  -6.38  0.26
C  -3.36  -7.07  2.49
H  -0.47  -7.58  1.49
H  -0.78  -6.27  2.62
H  0.35  -6.03  1.28
H  -0.66  -6.02  -1.17
H  -1.50  -7.54  -0.80
H  -2.40  -6.14  -1.38
H  -4.12  -7.23  -0.41
H  -5.26  -6.58  0.78
H  -4.49  -5.48  -0.33
H  -2.85  -6.73  3.40
H  -4.41  -7.22  2.76
H  -2.97  -8.09  2.28

***

[2]
# C33H47ClO3OsP4

C33H47ClO3OsP4 as an isolated structure at a distorted geometry (ωB97M-V with the def2-TZVPD basis set, the Open Molecules 2025 dataset).

HOMO level (spin up / spin down): -9.84 / -14.00 eV
spin multiplicity: 5
charge: +2
LUMO (spin up / spin down): -0.171 / -0.288 Eh

Cartesian coordinates (Å):
P  1.21  0.97  -4.53
C  2.93  1.43  -4.87
C  3.69  0.82  -5.88
H  3.27  -0.01  -6.46
C  4.98  1.27  -6.15
H  5.56  0.80  -6.94
C  5.52  2.33  -5.41
H  6.53  2.69  -5.63
C  4.77  2.93  -4.40
H  5.19  3.76  -3.82
C  3.48  2.48  -4.12
H  2.89  2.95  -3.33
C  0.92  -0.61  -5.35
C  1.65  -1.74  -4.91
H  2.40  -1.62  -4.13
C  1.41  -2.99  -5.47
H  1.94  -3.86  -5.08
C  0.50  -3.12  -6.53
H  0.34  -4.10  -6.99
C  -0.18  -2.00  -7.01
H  -0.86  -2.09  -7.86
C  0.02  -0.75  -6.42
H  -0.51  0.13  -6.80
C  0.20  2.25  -5.33
C  0.60  2.83  -6.55
H  1.51  2.47  -7.04
C  -0.15  3.85  -7.13
H  0.18  4.28  -8.08
C  -1.30  4.33  -6.49
H  -1.88  5.13  -6.94
C  -1.70  3.77  -5.27
H  -2.60  4.14  -4.76
C  -0.96  2.74  -4.70
H  -1.28  2.29  -3.76
Os  -0.04  0.00  -0.07
C  -1.64  -1.18  -0.43
C  -1.87  -1.48  -1.73
H  -2.28  -1.61  0.35
C  -0.98  -0.77  -2.74
O  -1.85  -0.02  -3.61
H  -1.33  0.29  -4.38
C  0.05  0.13  -2.06
H  -0.41  -1.54  -3.31
C  0.96  0.88  -2.71
Cl  1.84  1.34  0.46
P  -1.32  1.97  0.38
P  1.52  -1.80  0.09
C  -0.80  2.96  1.79
H  0.21  3.35  1.60
H  -0.76  2.33  2.69
H  -1.50  3.79  1.93
C  -1.37  3.13  -1.01
H  -2.04  2.75  -1.79
H  -0.36  3.25  -1.42
H  -1.74  4.11  -0.67
C  -3.06  1.53  0.70
H  -3.10  0.82  1.53
H  -3.49  1.07  -0.20
H  -3.63  2.44  0.96
C  2.30  -1.96  1.73
H  1.58  -2.37  2.45
H  2.64  -0.97  2.07
H  3.16  -2.63  1.64
C  0.77  -3.43  -0.22
H  0.37  -3.47  -1.24
H  -0.06  -3.59  0.48
H  1.52  -4.23  -0.09
C  2.91  -1.70  -1.07
H  3.26  -0.67  -1.13
H  2.59  -2.04  -2.06
H  3.73  -2.34  -0.71
P  -3.22  -2.52  -2.34
C  -3.83  -3.47  -0.97
C  -2.50  -3.54  -3.63
H  -4.23  -2.80  -0.19
H  -3.03  -4.09  -0.54
H  -4.64  -4.12  -1.33
H  -2.16  -2.92  -4.47
H  -3.27  -4.24  -3.98
H  -1.65  -4.11  -3.23
C  -4.48  -1.46  -3.03
H  -4.78  -0.71  -2.29
H  -5.34  -2.08  -3.32
H  -4.07  -0.94  -3.91
H  1.67  1.46  -2.13
O  -0.06  0.89  3.68
C  -0.14  -0.20  3.11
O  -0.59  -0.44  1.90
H  0.15  -1.13  3.64

***

[3]
# C33H47N8O6RbSi3

C33H47N8O6RbSi3 as an isolated structure at a distorted geometry (ωB97M-V with the def2-TZVPD basis set, the Open Molecules 2025 dataset).

HOMO level: -1.75 eV
charge: -2
LUMO: 0.132 Eh
energy relative to the best compared isomer or geometry (same formula, charge and spin): 134.39 kJ/mol

Cartesian coordinates (Å):
Rb  0.81  0.23  0.95
O  0.72  -3.92  -2.88
C  0.93  -3.55  -1.71
N  0.13  -3.56  -0.65
C  -0.90  -4.40  -0.50
O  -1.04  -5.54  -0.93
C  -1.96  -3.89  0.47
C  -3.27  -4.36  0.31
C  -4.25  -3.92  1.17
C  -3.90  -3.04  2.18
C  -2.58  -2.63  2.27
N  -1.63  -3.03  1.43
C  2.28  -2.88  -1.45
C  3.31  -3.08  -2.37
C  4.50  -2.40  -2.20
C  4.62  -1.52  -1.13
C  3.54  -1.40  -0.27
N  2.40  -2.07  -0.41
H  -3.46  -5.07  -0.48
H  -5.28  -4.25  1.05
H  -4.64  -2.65  2.88
H  -2.27  -1.94  3.04
H  3.13  -3.74  -3.20
H  5.32  -2.53  -2.90
H  5.51  -0.94  -0.96
H  3.59  -0.72  0.58
C  -2.19  -1.13  -2.73
O  -1.71  -0.02  -2.01
Si  -2.29  1.56  -2.20
C  -0.97  2.42  -3.25
C  -3.75  1.41  -3.41
C  -2.61  2.37  -0.65
Si  -1.88  3.97  -0.28
C  0.01  4.11  -0.47
C  -2.54  5.42  -1.34
C  -2.21  4.56  1.50
Si  -3.71  1.56  0.53
C  -2.97  1.31  2.26
C  -4.25  -0.17  -0.02
C  -5.37  2.46  0.83
H  -3.28  -1.20  -2.71
H  -1.79  -2.05  -2.29
H  -1.89  -1.10  -3.79
H  -0.85  1.90  -4.21
H  0.00  2.42  -2.74
H  -1.23  3.46  -3.46
H  -3.49  0.87  -4.33
H  -4.04  2.43  -3.69
H  -4.62  0.94  -2.97
H  0.30  4.25  -1.51
H  0.52  3.22  -0.09
H  0.39  4.97  0.10
H  -2.41  5.21  -2.40
H  -2.02  6.36  -1.11
H  -3.60  5.56  -1.15
H  -1.85  3.83  2.23
H  -3.28  4.72  1.68
H  -1.69  5.50  1.68
H  -1.89  1.48  2.23
H  -3.16  0.30  2.64
H  -3.37  2.01  2.99
H  -3.42  -0.88  0.01
H  -4.67  -0.19  -1.03
H  -5.02  -0.55  0.66
H  -5.21  3.46  1.24
H  -6.00  1.90  1.54
H  -5.91  2.56  -0.11
O  2.32  0.20  3.25
N  2.28  1.22  3.98
N  1.31  2.05  3.70
O  0.45  1.87  2.75
C  1.27  3.24  4.47
C  2.04  3.42  5.61
C  1.95  4.61  6.32
C  1.08  5.62  5.90
C  0.32  5.43  4.76
C  0.40  4.24  4.04
H  2.71  2.64  5.93
H  2.55  4.75  7.21
H  1.01  6.55  6.46
H  -0.36  6.20  4.42
H  -0.19  4.06  3.16
C  3.61  4.54  -2.11
N  3.12  3.22  -2.46
C  2.92  2.89  -3.76
C  2.42  1.69  -4.12
C  2.02  0.83  -3.04
N  2.22  1.13  -1.78
C  2.82  2.30  -1.43
O  3.10  2.59  -0.28
N  1.46  -0.36  -3.32
H  4.58  4.73  -2.59
H  3.73  4.57  -1.03
H  2.90  5.31  -2.41
H  3.20  3.64  -4.49
H  2.26  1.44  -5.16
H  1.10  -0.54  -4.24
H  1.01  -0.85  -2.56